ORCA calculation (wB97M-V/def2-TZVPD) on C4H7N as an isolated structure at a distorted geometry.

```
! wB97M-V def2-TZVPD RIJCOSX def2/J DEFGRID3
* xyz 0 1
C 0.104 1.531 -0.240
C 0.074 0.065 -0.586
C 0.675 -0.945 0.435
C -0.933 -0.773 -0.057
N -1.957 -1.410 0.295
H 1.124 1.901 -0.381
H -0.574 2.102 -0.880
H -0.181 1.696 0.806
H 0.333 -0.175 -1.613
H 1.046 -0.487 1.364
H -1.083 -1.821 0.840
H 1.373 -1.684 0.017
*
```

## Properties
**LUMO level**: 0.95 eV
**Total energy**: -5747.5676 eV
**Energy above the lowest of the compared OMol25 structures with the same formula, charge and spin**: 88.8 kcal per mole
**Orbital gap**: 9.5 eV